Density functional theory data (the ωB97M-V functional and the def2-TZVPD basis) for an isolated molecule of C10H15N3O2 at a distorted geometry.

The spin multiplicity is 1. The calculation puts the max |F| at 0.1407 hartree/bohr. Its HOMO-LUMO gap is 9.77 eV. The calculation puts the HOMO energy at -9.2 eV. The value obtained for the relative energy (zero: lowest compared OMol25 entry of this formula, charge and spin) is 408.7 kJ/mol. The SMILES is CC[C@]12N=NN3CCC[C@](C)(OC1=O)[C@@H]32.

Atoms and positions in Å:
O  0.09  0.96  -2.01
O  -1.57  0.12  -3.15
N  -2.41  0.60  -0.24
N  -1.91  1.40  0.56
N  -0.70  0.99  1.07
C  -2.01  -1.86  -0.71
C  -0.09  0.02  0.20
C  0.10  2.06  1.57
C  -2.77  -2.23  0.61
C  -1.50  -0.37  -0.72
C  1.63  1.76  -0.29
C  0.86  0.56  -0.83
C  -1.01  0.22  -2.09
C  1.76  -0.57  -1.29
C  0.77  2.79  0.42
H  -0.08  3.13  -0.28
H  2.41  1.23  0.29
H  0.97  1.65  2.11
H  -2.31  -2.40  1.46
H  -3.12  -3.20  0.18
H  -2.60  -1.75  -1.57
H  2.11  2.08  -1.30
H  -0.43  2.71  2.20
H  1.51  3.52  0.81
H  -3.61  -1.48  0.79
H  -1.23  -2.59  -0.94
H  2.14  -0.99  -0.32
H  1.09  -1.35  -1.78
H  2.61  -0.20  -1.91
H  0.40  -0.84  0.76

=====

Density functional theory data (the ωB97M-V functional and the def2-TZVPD basis) for an isolated molecule of C4H7NO at a distorted geometry.

The spin multiplicity is 1. The calculation puts the max |F| at 0.0216 hartree/bohr. Its HOMO-LUMO gap is 11.66 eV. The calculation puts the HOMO energy at -10.8 eV. The value obtained for the relative energy (zero: lowest compared OMol25 entry of this formula, charge and spin) is 145.4 kJ/mol. The SMILES is CCOCC#N.

Atoms and positions in Å:
O  0.51  -0.69  -0.13
N  -2.79  -1.50  0.42
C  -0.45  -1.45  -0.80
C  0.11  0.65  0.11
C  -1.76  -1.50  -0.09
C  1.29  1.41  0.69
H  -0.23  1.11  -0.83
H  -0.73  0.66  0.82
H  -0.66  -1.06  -1.81
H  1.00  2.44  0.91
H  -0.05  -2.46  -0.89
H  2.12  1.44  -0.03
H  1.64  0.94  1.61

=====

Density functional theory data (the ωB97M-V functional and the def2-TZVPD basis) for a cluster of 2 separate species, C24H22BCl2N2O4S2 in total at a distorted geometry.

The spin multiplicity is 1. The calculation puts the max |F| at 0.0712 hartree/bohr. Its HOMO-LUMO gap is 2.83 eV. The calculation puts the HOMO energy at -4.2 eV. As for the charge: -1. The value obtained for the relative energy (zero: lowest compared OMol25 entry of this formula, charge and spin) is 0.0 kJ/mol.

Atoms and positions in Å:
Cl  5.13  0.27  4.66
Cl  5.15  -2.89  4.68
S  -0.49  0.21  -4.26
S  -0.37  -2.37  -0.93
O  -1.20  1.54  -0.53
O  2.41  -4.01  4.62
O  2.39  1.37  4.25
O  0.71  0.46  -1.51
N  -0.98  -3.41  4.45
N  -0.99  0.70  4.53
C  2.45  -2.79  4.55
C  -0.04  1.97  0.15
C  -0.02  0.09  4.32
C  -1.39  0.66  -2.85
C  1.12  2.76  -2.05
C  1.11  1.70  -0.95
C  -2.48  -1.14  -0.10
C  -2.64  -2.53  0.26
C  -2.57  1.30  -3.20
C  -1.30  -0.92  -0.78
C  1.20  -0.66  4.21
C  3.71  -2.00  4.59
C  2.52  1.53  -0.41
C  -1.59  -3.32  -0.16
C  -1.73  0.75  -5.34
C  1.20  -2.01  4.41
C  0.17  1.12  1.40
C  -0.23  3.43  0.54
C  -2.76  1.33  -4.63
C  -1.63  0.57  -6.81
C  0.00  -2.76  4.43
C  -1.44  -4.78  -0.02
C  2.45  0.13  4.31
C  3.70  -0.64  4.50
B  -0.71  0.48  -1.36
H  2.85  2.47  0.06
H  1.00  1.50  2.02
H  -0.73  1.05  -7.21
H  -1.09  3.51  1.22
H  0.65  3.80  1.06
H  -1.60  -0.50  -7.06
H  -0.74  1.15  2.02
H  3.20  1.30  -1.23
H  -2.28  -5.18  0.54
H  0.36  0.07  1.14
H  -3.27  1.72  -2.49
H  -2.51  1.01  -7.29
H  1.76  2.43  -2.87
H  0.11  2.94  -2.46
H  1.52  3.70  -1.66
H  -0.43  4.05  -0.34
H  -1.41  -5.26  -1.01
H  -3.64  1.76  -5.11
H  -3.21  -0.38  0.11
H  -0.51  -5.02  0.50
H  2.57  0.72  0.33
H  -3.49  -2.93  0.79

=====

Density functional theory data (the ωB97M-V functional and the def2-TZVPD basis) for a cluster of 3 separate species, C30H51N2O8PS in total at a distorted geometry.

The spin multiplicity is 3. The calculation puts the max |F| at 0.1283 hartree/bohr. Its HOMO-LUMO gap (spin up / spin down) is 8.72 / 9.13 eV. The calculation puts the HOMO energy (spin up / spin down) at -8.8 / -9.2 eV.

Atoms and positions in Å:
S  -5.83  -4.17  -1.09
P  -3.75  -1.72  0.36
O  -6.28  -0.19  -0.90
O  6.66  5.71  -2.78
O  -5.68  -0.23  1.37
O  0.49  -2.09  1.13
O  -2.91  -0.47  0.75
O  -3.49  -1.93  -1.34
O  -5.61  1.88  0.16
O  -3.05  -3.03  1.25
N  6.89  4.65  -1.95
N  1.28  -1.62  2.14
C  2.97  -3.25  1.16
C  8.87  4.24  -3.48
C  2.82  0.64  1.01
C  4.72  5.40  -0.87
C  -10.57  -2.55  0.96
C  -9.04  -2.61  0.64
C  5.83  3.35  -0.12
C  5.58  4.21  -1.39
C  0.86  -0.21  2.42
C  3.60  -1.76  3.00
C  5.49  2.33  -3.14
C  -7.07  -5.45  -0.57
C  7.66  3.62  -2.74
C  8.31  2.59  -1.78
C  -0.67  -0.07  2.58
C  1.41  0.25  3.79
C  3.18  -0.80  0.68
C  6.77  2.88  -3.76
C  -8.23  -1.40  0.03
C  -5.58  -1.58  0.82
C  -10.58  0.00  0.06
C  2.70  -1.83  1.73
C  -11.35  -1.24  0.64
C  -9.04  -0.07  -0.26
C  -6.67  -1.47  -0.33
C  1.34  0.78  1.33
C  4.72  3.42  -2.41
C  -6.72  -5.83  0.98
C  -5.84  0.64  0.21
C  -6.65  -2.56  -1.54
H  3.43  1.00  1.86
H  8.99  1.93  -2.33
H  6.80  3.58  0.34
H  2.47  -3.42  0.20
H  5.78  2.28  -0.32
H  4.31  4.11  -3.16
H  4.38  6.05  -1.68
H  -3.22  -2.89  -1.46
H  -1.21  -0.25  1.65
H  3.86  2.98  -1.91
H  1.13  1.81  1.64
H  8.57  4.92  -4.28
H  -1.06  -0.76  3.34
H  2.65  -4.02  1.86
H  3.08  1.29  0.17
H  -2.31  -3.39  0.70
H  1.14  -0.46  4.58
H  0.77  0.62  0.41
H  -0.94  0.95  2.89
H  5.72  1.50  -2.46
H  -8.17  -5.13  -0.68
H  5.27  6.00  -0.14
H  9.47  3.45  -3.95
H  6.50  3.55  -4.58
H  3.81  5.03  -0.38
H  -8.50  -3.59  0.88
H  -11.12  -3.48  1.39
H  4.86  1.90  -3.93
H  4.43  -2.48  2.95
H  2.49  0.39  3.81
H  -6.15  -2.02  -2.44
H  7.33  2.06  -4.21
H  0.99  1.22  4.07
H  9.52  4.78  -2.79
H  -6.96  -4.95  1.68
H  -7.73  -2.76  -1.86
H  3.04  -2.00  3.90
H  4.27  -0.88  0.54
H  -5.77  -2.23  1.74
H  -6.91  -6.38  -1.21
H  -5.57  -5.96  0.99
H  -11.17  0.95  -0.17
H  -12.48  -1.13  0.82
H  -8.55  0.87  -0.70
H  5.08  3.54  0.66
H  2.74  -1.04  -0.30
H  8.90  3.09  -1.00
H  4.04  -3.39  0.97
H  -7.20  -6.82  1.30
H  4.08  -0.78  3.13
H  7.59  1.93  -1.29

=====

Density functional theory data (the ωB97M-V functional and the def2-TZVPD basis) for a cluster of 11 separate species, C42H111N5O22 in total at a distorted geometry.

The spin multiplicity is 1. The calculation puts the max |F| at 0.0725 hartree/bohr. Its HOMO-LUMO gap is 8.83 eV. The calculation puts the HOMO energy at -8.3 eV. The value obtained for the relative energy (zero: lowest compared OMol25 entry of this formula, charge and spin) is 288.8 kJ/mol. The SMILES is COCCNCCOC.COCCNCCOC.COCCNCCOC.COCCNCCOC.COCCNCCOC.OCCO.OCCO.OCCO.OCCO.OCCO.OCCO.

Atoms and positions in Å:
O  22.45  26.33  17.64
O  13.17  19.74  21.13
O  18.63  18.43  11.19
O  20.23  22.17  10.21
O  16.88  26.66  19.41
O  17.44  27.78  14.90
O  9.91  21.71  17.10
O  8.33  25.70  19.60
O  17.57  23.80  18.68
O  28.83  26.94  15.39
O  15.43  21.62  21.73
O  17.12  16.43  17.00
O  18.19  22.80  15.96
O  19.66  22.09  18.09
O  15.11  20.46  19.03
O  12.88  22.45  20.84
O  19.04  28.40  20.48
O  15.68  18.18  14.82
O  16.86  29.59  19.18
O  21.40  17.82  15.16
O  19.11  20.73  12.52
O  13.02  24.85  16.79
N  25.44  27.02  17.00
N  18.42  18.35  14.08
N  18.76  27.57  17.56
N  8.54  22.56  19.42
N  15.73  22.34  17.16
C  13.83  19.82  18.87
C  18.93  17.24  13.32
C  20.67  19.02  15.09
C  27.44  27.21  15.54
C  9.78  21.77  19.49
C  22.82  17.94  15.14
C  23.44  26.68  18.58
C  18.32  18.38  9.82
C  19.95  28.79  19.41
C  26.78  26.45  16.66
C  16.31  27.58  14.11
C  24.92  26.29  18.16
C  14.58  22.98  16.49
C  13.62  23.25  21.80
C  22.28  24.94  17.31
C  16.38  21.24  16.34
C  13.30  18.97  20.00
C  29.06  25.69  14.81
C  15.13  22.97  21.60
C  9.32  20.94  16.04
C  8.31  23.47  20.54
C  15.79  16.99  16.93
C  19.17  18.60  15.30
C  18.40  23.27  19.72
C  19.13  29.25  21.61
C  17.28  21.91  15.32
C  9.05  24.80  20.42
C  19.02  26.60  16.50
C  19.95  27.65  18.36
C  18.16  17.28  11.93
C  9.93  20.89  18.28
C  19.15  23.19  15.04
C  19.48  22.70  11.23
C  15.69  27.47  19.04
C  18.48  21.68  11.72
C  14.09  24.11  17.40
C  11.70  24.64  17.38
C  15.74  28.86  19.69
C  18.99  21.96  19.34
C  8.89  27.06  19.65
C  15.14  17.13  15.57
C  17.72  26.62  15.68
H  18.55  17.43  9.35
H  18.23  19.20  13.57
H  19.19  25.59  16.87
H  15.55  23.36  20.67
H  15.31  16.30  14.88
H  8.92  25.28  21.39
H  17.82  23.10  20.63
H  14.06  17.20  15.73
H  10.95  20.50  18.33
H  17.90  21.21  10.93
H  13.89  19.38  17.87
H  9.16  20.13  18.46
H  9.93  27.16  19.96
H  18.47  28.47  17.21
H  16.48  22.99  17.35
H  8.76  27.61  18.72
H  11.62  25.11  18.36
H  15.64  20.55  15.94
H  7.26  23.70  20.70
H  19.05  17.90  16.13
H  20.84  21.55  10.62
H  12.35  18.53  19.67
H  13.16  20.68  18.79
H  18.74  16.25  13.75
H  13.05  21.52  20.99
H  11.42  23.60  17.55
H  17.26  16.47  17.95
H  19.66  29.72  18.91
H  17.08  17.30  12.02
H  8.34  20.62  16.37
H  19.73  21.68  20.09
H  15.19  16.31  17.53
H  13.44  22.86  22.80
H  26.90  27.12  14.60
H  19.05  22.52  17.48
H  20.01  23.17  12.06
H  27.50  26.32  17.47
H  19.26  23.87  20.02
H  13.81  22.26  16.22
H  23.29  18.62  15.86
H  18.39  16.34  11.41
H  8.70  22.94  21.41
H  20.85  27.92  17.80
H  15.52  27.63  17.98
H  27.35  28.26  15.79
H  15.95  28.89  20.76
H  8.56  23.01  18.51
H  9.84  20.98  20.24
H  13.38  24.31  21.85
H  16.32  26.65  13.54
H  17.72  22.21  12.29
H  21.48  24.83  16.58
H  23.46  27.77  18.67
H  15.33  21.13  18.37
H  20.81  19.48  14.11
H  21.81  24.39  18.12
H  23.10  18.35  14.17
H  17.27  18.67  9.75
H  10.66  22.41  19.51
H  13.87  23.85  18.44
H  15.06  21.22  20.94
H  25.52  27.92  17.45
H  14.78  29.34  19.52
H  16.65  22.36  14.55
H  17.88  21.13  14.86
H  10.08  24.73  20.09
H  8.30  27.61  20.38
H  28.92  24.80  15.43
H  18.90  23.50  10.75
H  14.02  18.19  20.24
H  18.51  28.90  22.43
H  25.60  26.51  18.98
H  15.53  27.40  14.84
H  19.90  23.81  15.54
H  16.14  28.44  13.45
H  23.17  26.39  19.59
H  23.18  24.42  16.99
H  17.04  20.56  16.88
H  20.13  29.38  22.01
H  26.54  25.42  16.39
H  16.80  26.41  16.23
H  20.00  17.33  13.16
H  17.65  25.76  15.01
H  10.01  20.16  15.70
H  15.77  17.96  17.44
H  19.91  26.82  15.91
H  9.12  21.59  15.19
H  16.62  18.03  14.67
H  23.30  16.99  15.36
H  18.88  30.29  21.38
H  18.69  23.77  14.25
H  17.10  24.57  19.01
H  18.19  21.23  19.27
H  17.57  26.94  18.80
H  20.98  19.72  15.87
H  18.63  19.44  15.73
H  14.96  24.74  17.56
H  20.95  28.95  19.82
H  20.15  26.72  18.89
H  19.16  19.91  12.02
H  18.96  19.20  9.51
H  14.84  26.87  19.36
H  13.23  19.18  21.90
H  17.61  29.05  19.42
H  19.74  22.38  14.61
H  24.98  25.24  17.90
H  15.74  23.41  22.39
H  10.98  25.17  16.75
H  28.51  25.61  13.88
H  14.96  23.38  15.55
H  30.13  25.59  14.64

=====

no.,energy (eV)
1,-19175.985
2,-7798.137
3,-83808.518
4,-71412.913
5,-97837.329